[1]
A molecular structure, C26H59O5P3Pt, computed with ωB97M-V with the def2-TZVPD basis set.

```
94
Properties=species:S:1:pos:R:3:forces:R:3:lowdin_charge:R:1
Pt 0.286 0.086 0.138 1.22 -0.24 2.75 0.7903
C 2.148 -0.095 -0.365 6.08 -0.36 -2.56 -0.2852
O 3.260 -0.248 -0.641 -3.86 0.32 1.27 0.2132
C -1.547 0.359 0.644 -6.08 1.27 1.50 -0.3077
O -2.582 0.532 1.132 3.39 -0.74 -1.19 0.1872
P 0.125 2.287 -1.021 -0.07 0.51 -3.08 1.0742
C -0.308 2.097 -2.815 -0.33 0.07 0.24 -0.5145
H -0.359 3.117 -3.226 0.02 -0.23 0.38 0.1016
C -1.233 3.450 -0.483 -0.88 3.48 1.51 -0.4323
H -2.118 2.792 -0.496 0.19 -0.92 -0.46 0.1365
C 1.716 3.252 -1.170 1.15 2.72 1.06 -0.4405
H 2.407 2.513 -1.612 -0.47 -0.74 -0.19 0.1377
C 1.504 -3.304 1.008 2.07 0.55 0.69 -0.4838
P 0.053 -2.338 0.361 -1.24 -4.60 -0.87 1.0709
H -0.605 -4.037 -1.196 0.06 0.27 0.07 0.1343
H 2.290 -3.110 0.263 -0.22 -0.01 0.07 0.1045
C -1.426 -3.166 1.153 -0.99 0.76 0.59 -0.4776
H -1.159 -4.235 1.110 0.32 0.27 -0.28 0.1257
C -1.070 3.953 0.952 0.48 -0.81 -0.29 -0.0619
H -2.020 4.412 1.267 0.02 0.07 -0.09 0.1425
H -0.299 4.731 1.030 -0.27 0.04 0.00 0.1044
H -0.834 3.155 1.662 -0.13 0.21 -0.14 0.0444
C -1.517 4.643 -1.398 0.48 -0.91 -0.55 -0.0188
H -0.737 5.411 -1.320 -0.26 0.03 0.13 0.1011
H -2.456 5.103 -1.058 0.00 0.09 0.09 0.1473
H -1.652 4.373 -2.450 -0.13 0.13 0.27 0.0961
C 1.675 4.474 -2.101 -0.67 -0.76 -0.15 -0.0244
H 1.206 4.282 -3.071 0.20 0.09 0.18 0.0932
H 2.715 4.764 -2.303 0.06 0.07 0.09 0.1408
H 1.188 5.331 -1.623 0.25 0.01 0.00 0.1017
C 2.301 3.662 0.180 0.14 -0.55 0.03 -0.0525
H 3.203 4.271 0.001 -0.30 -0.04 0.09 0.1321
H 2.603 2.800 0.790 -0.15 0.27 -0.20 0.0538
H 1.601 4.274 0.769 0.22 0.01 -0.15 0.0888
C 0.803 1.369 -3.560 0.61 -0.31 0.11 -0.1100
H 1.769 1.888 -3.528 -0.28 0.14 -0.09 0.0908
H 0.513 1.268 -4.614 0.12 -0.04 0.27 0.1145
H 0.974 0.371 -3.140 -0.01 0.30 -0.19 0.0236
C -1.690 1.463 -3.008 -0.18 -0.26 -0.12 -0.0639
H -1.743 0.438 -2.620 0.02 0.24 -0.12 0.0566
H -1.916 1.423 -4.084 0.01 0.01 0.31 0.1229
H -2.484 2.051 -2.528 0.12 -0.07 -0.17 0.0875
C 1.238 -4.817 1.054 -0.96 -0.51 -0.24 -0.0419
H 0.799 -5.218 0.133 0.10 0.05 0.23 0.0915
H 0.592 -5.084 1.900 0.16 0.09 -0.17 0.1061
H 2.197 -5.329 1.208 0.03 0.34 -0.07 0.1303
C 2.036 -2.831 2.354 -0.03 0.19 0.26 -0.0830
H 1.264 -2.824 3.133 0.28 -0.06 -0.19 0.0672
C -1.018 -2.166 -2.181 -0.36 0.28 0.07 -0.1554
H 2.472 -1.829 2.295 0.03 -0.15 0.05 0.0545
H 2.830 -3.516 2.690 -0.20 0.18 -0.15 0.1239
C 1.237 -3.289 -2.034 0.06 -0.06 -0.03 -0.0751
H -0.529 -1.192 -2.300 -0.09 -0.21 -0.08 -0.0126
H -1.162 -2.617 -3.172 0.02 0.21 0.26 0.1111
H -2.007 -1.977 -1.751 0.21 -0.13 -0.06 0.0669
C -0.113 -3.062 -1.344 0.29 0.17 0.06 -0.4994
H 1.069 -3.512 -3.095 0.05 0.02 0.24 0.1086
H 1.780 -4.137 -1.601 -0.08 0.23 -0.19 0.0903
H 1.883 -2.401 -1.979 -0.09 -0.15 -0.12 0.0708
C -2.753 -2.995 0.406 -0.01 -0.18 -0.14 -0.0681
H -3.061 -1.941 0.370 -0.07 -0.30 -0.01 0.0741
H -3.529 -3.551 0.954 0.20 0.20 -0.12 0.1212
H -2.723 -3.407 -0.608 -0.12 0.08 0.31 0.0819
C -1.611 -2.779 2.615 0.01 -0.02 0.30 -0.0841
H -1.893 -1.723 2.711 -0.04 -0.16 0.00 0.0652
H -0.724 -2.969 3.228 -0.17 0.03 -0.11 0.0684
H -2.433 -3.374 3.037 0.20 0.17 -0.09 0.1205
H 0.305 -1.353 -4.107 -0.24 0.45 -0.57 0.0992
H -0.074 -0.715 -4.228 0.29 -0.88 -0.37 0.0814
C 0.664 -0.886 5.911 0.28 0.05 0.36 -0.0306
C 0.017 -0.271 4.708 -0.20 -0.16 -0.30 -0.1976
O 1.086 -0.157 3.672 -0.39 0.48 -1.74 -0.2597
P 1.167 0.790 2.368 2.37 2.14 4.59 0.7271
O 2.764 0.962 2.202 -2.11 -0.77 -0.98 -0.3240
C 3.762 1.630 3.103 0.06 0.40 0.33 -0.1773
C 4.450 0.625 3.979 -0.14 -0.33 0.00 -0.0373
O 0.625 2.216 2.899 0.04 -1.35 -1.16 -0.3255
C 0.730 2.904 4.272 0.17 -0.34 -0.17 -0.1604
C -0.638 3.410 4.613 -0.19 -0.03 -0.05 -0.0452
H 1.322 -0.173 6.419 -0.09 -0.11 -0.06 0.0964
H -0.120 -1.176 6.613 0.08 -0.01 0.00 0.1119
H 1.259 -1.769 5.656 -0.23 0.09 0.00 0.0948
H -0.769 -0.909 4.298 0.18 0.10 0.02 0.0932
H -0.401 0.716 4.909 0.11 -0.14 -0.11 0.0949
H 3.267 2.429 3.676 0.01 -0.38 -0.30 0.1137
H 4.454 2.087 2.399 -0.06 -0.01 -0.07 0.1309
H 3.756 0.218 4.723 0.22 -0.01 -0.09 0.0821
H 4.865 -0.185 3.368 -0.06 0.12 0.19 0.0980
H 5.285 1.106 4.501 -0.19 -0.01 -0.08 0.1145
H 1.131 2.177 4.985 -0.07 0.11 -0.23 0.1185
H 1.450 3.716 4.133 -0.11 -0.23 -0.12 0.1325
H -1.382 2.605 4.635 0.13 0.18 0.00 0.0897
H -0.619 3.869 5.604 0.05 0.01 -0.07 0.1187
H -0.945 4.170 3.891 -0.07 -0.04 0.17 0.0819
```
Forces are in eV/Å.

Properties
**Highest occupied orbital energy (alpha / beta)**: -0.6767 / -0.7955 hartree
**Multiplicity**: 5
**Calculated total energy**: -69223.2075 eV
**Net charge**: +4
**Energy above the lowest of the compared OMol25 structures with the same formula, charge and spin**: 79.2 kJ/mol
**Expectation value of S²**: 6.015
**Kohn-Sham gap (alpha / beta)**: 0.23022 / 0.15108 hartree


[2]
A molecular structure, C4H10NOS, computed with ωB97M-V with the def2-TZVPD basis set.

```
17
Properties=species:S:1:pos:R:3:forces:R:3:lowdin_charge:R:1
C 1.677 -0.338 0.902 0.55 -2.02 0.00 -0.2097
C 1.892 -0.865 -0.553 -1.80 2.22 -1.31 -0.4060
C -0.775 -0.411 -0.283 1.38 0.66 -0.44 -0.4980
C -2.217 1.435 -0.961 -0.64 0.66 4.14 -0.0083
N 0.264 -0.142 1.287 -2.10 0.92 -0.22 0.0476
O -0.943 0.748 -0.866 0.49 -0.23 -0.66 -0.1511
S 0.310 -1.642 -0.957 0.07 -0.17 -0.35 1.0074
H 2.073 -1.188 1.550 -0.22 1.64 -0.55 0.1553
H 2.241 0.548 0.899 0.54 1.22 1.02 0.1092
H 2.232 -0.145 -1.407 -0.78 -0.83 1.96 0.1328
H 2.610 -1.609 -0.491 1.29 -1.58 -0.10 0.0485
H -1.682 -0.911 -0.065 -1.06 -0.42 1.07 0.0996
H -3.157 0.813 -0.820 1.45 0.17 -0.54 0.1148
H -2.175 1.938 -1.908 -0.20 0.47 -0.07 0.0900
H -2.209 2.122 0.044 -0.24 -0.99 -2.91 0.1500
H -0.099 -1.002 1.663 0.17 -0.29 0.69 0.1130
H -0.041 0.648 1.966 1.12 -1.43 -1.74 0.2049
```
Forces are in eV/Å.

Properties
**Highest occupied orbital energy**: -0.5052 hartree
**Calculated total energy**: -18674.0677 eV
**Net charge**: +1
**Energy above the lowest of the compared OMol25 structures with the same formula, charge and spin**: 293.2 kJ/mol
**Kohn-Sham gap**: 0.37876 hartree